No. 1
Molecular formula: C3H3LiO3Tl
Method: DFT, ωB97M-V with the def2-TZVPD basis set

The geometry in ORCA input format:
```
! wB97M-V def2-TZVPD RIJCOSX def2/J DEFGRID3
* xyz 2 2
O 0.278 -0.993 -0.367
H -1.526 2.424 -1.186
C -1.968 1.366 -0.737
O 2.258 -1.793 0.117
H -2.890 0.811 -0.896
Li -0.388 -2.180 -1.700
Tl 2.287 -1.003 3.855
C 1.205 -1.143 0.489
O 1.207 -0.790 1.680
H 0.260 1.902 -0.606
C -0.724 1.400 -0.650
*
```

The energy above the lowest of the compared OMol25 structures with the same formula, charge and spin comes out at 350.2 kJ/mol. The value obtained for the HOMO-LUMO gap (alpha / beta) is 9.5 / 8.6 eV. The calculation puts the electronic energy at -14180.619 eV. The calculation puts the LUMO energy (alpha / beta) at -8.41 / -9.26 eV. As for the expectation value of S²: 0.7557. For the HOMO energy (alpha / beta), the calculation gives -17.93 / -17.89 eV.

No. 2
Molecular formula: C2H7N4O
Method: DFT, ωB97M-V with the def2-TZVPD basis set

The geometry in ORCA input format:
```
! wB97M-V def2-TZVPD RIJCOSX def2/J DEFGRID3
* xyz 1 1
N -2.402 0.660 -0.483
H 1.343 1.301 -0.259
H 0.504 -1.853 0.590
H 0.413 1.384 -1.853
H 0.919 0.139 1.885
O -1.458 -0.903 0.994
N 0.920 -1.011 0.197
N 0.723 0.914 -0.991
H -3.030 1.447 -0.727
C 0.420 -0.420 -0.854
N 1.498 -0.060 1.105
H -0.124 -0.969 -1.536
H 2.332 -0.508 1.546
C -2.056 -0.121 0.386
*
```

The energy above the lowest of the compared OMol25 structures with the same formula, charge and spin comes out at 145.3 kJ/mol. The value obtained for the HOMO-LUMO gap is 11.2 eV. The calculation puts the electronic energy at -10187.787 eV. The calculation puts the LUMO energy at -3.70 eV. For the HOMO energy, the calculation gives -14.89 eV.

No. 3
Molecular formula: C5H9Br
Method: DFT, ωB97M-V with the def2-TZVPD basis set

The geometry in ORCA input format:
```
! wB97M-V def2-TZVPD RIJCOSX def2/J DEFGRID3
* xyz 0 1
H 0.738 -2.049 0.142
Br -1.185 2.744 0.263
C -1.228 0.853 0.311
H -1.936 0.448 0.886
C 0.270 -1.292 0.828
H -0.518 -1.829 1.455
H 2.170 0.102 -0.082
C 1.282 0.649 -0.366
H -0.965 0.230 -1.893
C -1.059 -0.168 -0.956
H -1.642 -1.062 -0.984
C -0.004 -0.007 0.152
H 1.505 1.683 0.086
H 1.388 0.786 -1.447
H 1.186 -1.089 1.604
*
```

The energy above the lowest of the compared OMol25 structures with the same formula, charge and spin comes out at 79.6 kJ/mol. The value obtained for the HOMO-LUMO gap is 10.3 eV. The calculation puts the electronic energy at -75371.470 eV. The calculation puts the LUMO energy at 0.94 eV. As for the SMILES: CC1(C)C[C@@H]1Br. For the HOMO energy, the calculation gives -9.33 eV.

No. 4
Molecular formula: C40H62Cl2F24O9
Method: DFT, ωB97M-V with the def2-TZVPD basis set

The geometry in ORCA input format:
```
! wB97M-V def2-TZVPD RIJCOSX def2/J DEFGRID3
* xyz 0 1
C 4.370 6.296 4.602
H 2.579 7.159 3.821
H -7.117 1.163 -1.268
H -4.151 -3.643 -4.868
H -0.566 -2.595 -4.241
C 4.904 -2.323 -3.116
C -2.627 -2.262 -4.866
H 3.986 8.270 3.653
H -2.251 -1.491 -5.542
F 3.146 -5.811 1.972
F 0.620 -3.356 1.220
O 0.939 -7.373 0.592
H -1.787 -3.741 -3.524
C -3.239 2.965 2.156
H -3.171 -1.825 -4.029
C 0.821 -6.223 1.414
C -5.714 3.111 1.719
H 1.974 -0.862 -0.645
H -0.901 -5.033 -5.450
C 5.186 -2.244 3.198
C -1.302 -4.038 -5.645
O -4.790 4.529 -3.909
H 5.803 6.071 1.834
C 2.377 2.922 0.538
C 5.573 -4.224 -1.953
O -2.062 2.160 2.312
F 2.936 2.166 -1.581
H -5.105 5.079 -1.867
C -1.473 -3.175 -4.400
O 1.300 1.138 -0.516
F 2.503 -5.359 0.011
F -1.639 1.136 -0.920
F 0.048 -1.818 -1.940
H 4.794 -3.633 -0.107
C 2.575 1.710 -0.364
H -2.087 -0.448 -2.007
C -0.443 0.975 3.448
H 0.853 -6.598 2.441
H 3.732 0.619 3.940
H 3.883 -0.839 2.038
H 0.486 -10.012 0.799
C -6.909 0.192 -1.718
C -3.295 3.721 -2.248
F -0.023 0.471 4.641
H 0.767 5.993 5.570
F -0.186 0.036 2.509
O 4.019 -2.630 3.943
C 4.304 -2.257 -1.729
H 2.482 -1.400 4.634
C 3.570 -1.503 4.659
H 1.594 3.509 0.042
H -2.881 4.185 -1.352
F -2.033 2.350 4.552
H 2.903 5.830 2.119
H 4.886 4.579 2.224
F -0.875 -7.370 -0.658
C 5.258 -3.117 -0.949
C -5.469 -0.249 -1.364
H -5.557 -0.658 -4.587
H -7.891 0.239 -3.624
O 5.438 5.745 3.855
C 0.172 5.148 5.236
F 3.526 0.853 0.002
H -3.164 3.400 1.161
H -5.415 3.457 -2.338
H 4.750 6.828 5.476
H 0.280 1.772 3.261
H 3.331 -2.754 -1.697
C -3.515 4.988 -4.366
C 2.064 -5.335 1.314
H 6.191 -2.619 -0.684
H 3.705 5.522 4.998
H 6.642 -4.452 -1.931
H -0.065 -5.633 1.193
H 2.605 -3.291 1.392
H -6.467 1.222 -3.644
H 1.718 -0.105 -2.126
C -0.205 -8.047 0.316
C -4.588 2.215 2.243
F 0.920 -9.641 -1.088
C -3.505 -3.239 -5.653
C -6.863 0.284 -3.254
C -0.120 -0.728 -1.125
H 3.777 -1.649 5.726
H 5.871 -1.811 -3.162
C -1.209 0.149 -1.735
F -0.696 0.732 -2.857
H 4.992 -5.121 -1.732
H -3.352 2.639 -2.183
H 6.096 -2.157 3.797
F 2.042 2.658 1.809
C 0.054 -9.510 -0.069
F 3.450 3.752 0.487
F -0.457 -1.175 0.096
C 3.652 7.238 3.621
H 5.369 -2.944 2.385
H 5.264 -0.029 4.557
C 4.327 -0.286 4.063
C 1.745 -3.887 1.726
H -6.701 2.701 1.940
H -4.936 0.542 -0.841
F -5.644 4.347 2.265
H -3.207 3.809 2.843
H 4.244 -1.221 -1.390
H 5.640 -0.450 2.267
H -3.315 4.744 -5.408
H -0.625 -3.553 -6.355
H -3.989 -2.610 -6.400
O -4.925 -0.654 -2.627
O -2.603 -4.154 -6.219
H -1.711 4.856 -3.275
C -1.868 1.512 3.520
C 1.300 -0.141 -1.116
C -4.721 4.285 -2.512
F -2.756 0.511 3.662
F -5.680 3.247 0.367
Cl 1.201 4.046 4.325
Cl -0.939 6.014 4.169
H -7.599 -0.578 -1.380
C 4.737 -0.882 2.711
C -2.571 4.211 -3.474
F -1.093 -10.168 -0.306
F -4.882 1.982 3.543
H 3.894 7.107 1.444
O 5.258 -3.721 -3.251
H 4.264 -1.948 -3.912
H -6.355 -1.862 -3.513
H -2.182 3.365 -4.046
C 3.777 6.451 2.307
H -0.342 4.645 6.047
F -1.054 -8.041 1.366
C -5.928 -0.856 -3.580
H -3.360 6.067 -4.256
F 1.729 -3.853 3.076
C 5.068 5.617 2.501
F -4.589 1.089 1.521
H -5.530 -1.109 -0.692
*
```

The value obtained for the HOMO-LUMO gap is 9.7 eV. The calculation puts the electronic energy at -151173.582 eV. The calculation puts the LUMO energy at 0.28 eV. As for the SMILES: FC(F)C(F)(F)COC(F)(F)C(F)F.FC(F)C(F)(F)COC(F)(F)C(F)F.FC(F)C(F)(F)COC(F)(F)C(F)F.C1CCOC1.C1CCOC1.C1CCOC1.C1CCOC1.C1CCOC1.C1CCOC1.ClCCl. For the HOMO energy, the calculation gives -9.41 eV.

No. 5
Molecular formula: C66H51BrCaN2O4P3Si
Method: DFT, ωB97M-V with the def2-TZVPD basis set

The geometry in ORCA input format:
```
! wB97M-V def2-TZVPD RIJCOSX def2/J DEFGRID3
* xyz 1 1
C -1.670 2.684 6.123
C -5.907 -0.375 -2.752
H -1.566 -3.343 -3.361
H -6.709 1.551 -2.250
C -0.354 -5.937 0.797
H 3.660 5.574 0.387
C 3.510 2.076 -2.930
C 0.464 -5.325 -5.205
C -4.871 -1.277 -2.544
C 1.487 2.768 1.923
H 4.675 -0.972 -3.226
C -0.267 2.651 4.150
H -2.282 3.142 -1.305
C -2.590 2.292 0.651
H 2.264 -1.416 -3.187
H -6.720 -0.626 -3.420
H 2.577 -4.281 -2.777
C -0.668 -3.869 -3.669
C 2.164 -2.210 -1.086
C 0.997 2.624 -3.152
C 0.064 -3.709 -0.048
C 1.356 0.402 3.617
H -2.421 2.210 6.743
C -2.176 0.631 -4.284
H 3.502 0.018 6.219
H -1.436 4.382 7.417
C -3.824 -0.942 -1.702
C 4.460 1.377 -2.268
H 2.116 3.953 -3.941
N -1.172 -0.181 -3.943
C 1.261 -0.937 3.200
H 1.953 -2.945 3.569
C -4.854 1.185 -1.246
C -2.793 2.572 1.999
H -0.531 -6.988 0.609
C -2.846 4.929 1.514
H -0.232 -5.444 -1.277
C 3.052 4.781 0.803
C -2.629 4.660 0.169
H 0.455 -5.944 -6.092
C 0.115 -3.199 1.268
C -0.691 -4.672 -4.799
C 4.284 -1.193 -2.234
H 5.015 -4.054 -0.393
H 3.344 -2.345 5.489
C -1.911 -1.553 3.439
C -2.216 1.294 -5.496
Si 0.197 -1.349 1.705
C -1.181 1.131 -6.399
H -3.410 -2.039 4.888
C -3.804 0.293 -1.046
H 4.712 3.780 1.717
C 4.139 0.199 -1.417
C -2.918 3.887 2.427
O 2.968 -0.954 0.935
C 2.159 0.728 4.709
C -0.176 4.510 5.684
H -0.173 3.760 0.982
C -2.488 3.349 -0.258
H -3.063 4.094 3.480
H 2.625 -4.064 0.068
H 5.506 1.634 -2.392
H -1.108 -1.928 4.066
C -1.123 3.905 6.497
O 0.774 -0.590 0.279
H -2.947 5.953 1.852
H -3.012 -1.646 -1.540
H -4.878 -2.237 -3.045
H 0.590 -1.068 -4.551
C 1.658 -4.382 -3.336
C 0.502 -3.723 -2.920
H 0.249 5.465 5.966
P 0.307 1.627 2.726
C -5.898 0.850 -2.100
C -2.656 -0.450 1.446
H -0.429 -6.130 2.932
H -2.848 1.766 2.720
H 0.988 4.383 3.893
H -1.178 1.667 -7.338
C 2.791 -1.574 4.968
C 3.043 -3.296 -0.573
C 1.681 4.766 0.581
C -1.248 2.067 4.956
H -2.976 0.767 -3.565
C 2.877 -0.252 5.377
H -0.088 -3.747 3.337
H 6.094 -2.372 -1.776
P -2.332 0.606 -0.004
H 3.330 1.974 2.686
H 1.216 5.542 -0.018
C -3.210 -1.617 3.912
Ca -0.272 0.318 -1.694
C 2.611 -0.049 -1.344
H -5.276 -1.224 3.467
H -1.669 1.108 4.665
H 0.668 0.085 -6.741
C -0.084 -4.106 2.315
C -1.602 -1.005 2.187
C 0.250 3.891 4.514
O 1.181 3.724 -3.894
H 4.678 0.187 -0.471
C 5.027 -2.304 -1.605
C 2.865 2.763 2.108
C 1.991 -1.910 3.885
C -3.970 -0.550 1.909
C 4.405 -3.264 -0.818
H 3.393 -1.824 0.973
P 0.378 -2.606 -1.482
C 0.903 3.760 1.133
H -1.606 -4.784 -5.367
H -4.778 -0.140 1.316
H 3.804 2.860 -3.620
C -0.181 -5.064 -0.266
H 2.229 1.759 5.034
C -0.152 0.266 -6.060
C -0.191 -0.370 -4.832
C -4.252 -1.146 3.125
C -0.298 -5.458 2.094
H 2.537 -5.690 -4.786
C 3.641 3.773 1.553
O -0.173 2.272 -2.920
C 2.119 1.868 -2.636
H -2.563 5.469 -0.548
C 1.635 -5.177 -4.474
Br -3.675 2.416 -5.891
N 1.716 0.958 -1.739
C 2.751 -1.334 -2.217
H -4.856 2.141 -0.740
C 2.117 -0.917 -0.147
*
```

The energy above the lowest of the compared OMol25 structures with the same formula, charge and spin comes out at 35.7 kJ/mol. The value obtained for the HOMO-LUMO gap (alpha / beta) is 7.5 / 5.6 eV. The calculation puts the electronic energy at -204663.601 eV. The calculation puts the LUMO energy (alpha / beta) at -2.21 / -2.85 eV. For the HOMO energy (alpha / beta), the calculation gives -9.70 / -8.41 eV.

No. 6
Molecular formula: C2H2N3O2
Method: DFT, ωB97M-V with the def2-TZVPD basis set

The geometry in ORCA input format:
```
! wB97M-V def2-TZVPD RIJCOSX def2/J DEFGRID3
* xyz 1 1
N -2.515 0.683 0.155
H -0.569 1.581 -0.006
O -5.619 -0.795 -0.371
C -4.651 -0.255 -0.004
O 1.076 -0.837 -0.206
N -3.684 0.356 0.425
C -1.353 0.876 0.127
N -0.100 -1.070 -0.024
H 1.811 -1.630 -0.059
*
```

The energy above the lowest of the compared OMol25 structures with the same formula, charge and spin comes out at 362.6 kJ/mol. The value obtained for the HOMO-LUMO gap (alpha / beta) is 8.1 / 8.3 eV. The calculation puts the electronic energy at -10656.256 eV. The calculation puts the LUMO energy (alpha / beta) at -5.61 / -5.19 eV. For the HOMO energy (alpha / beta), the calculation gives -13.70 / -13.51 eV.

No. 7
Molecular formula: C18H21ClN4O5S
Method: DFT, ωB97M-V with the def2-TZVPD basis set

The geometry in ORCA input format:
```
! wB97M-V def2-TZVPD RIJCOSX def2/J DEFGRID3
* xyz 0 1
C -1.283 1.558 1.272
H -6.472 -3.728 -0.746
O -6.827 -0.451 0.873
C -3.540 -0.322 -0.562
O -5.724 -1.885 -0.488
H -7.452 -2.227 -2.509
O 3.553 2.515 -0.370
C 6.950 0.634 -0.241
C 6.428 -0.549 -0.749
H 9.176 -0.660 1.962
H 5.871 1.450 -2.533
H -5.624 1.433 1.375
C 7.941 0.585 0.740
O 6.578 1.893 -0.628
C 5.622 2.050 -1.650
C -0.045 1.143 0.495
C -7.900 -2.288 -1.520
H -0.219 1.057 -0.576
Cl 8.470 -3.324 1.263
H -3.841 0.289 2.642
H -4.418 2.109 0.244
C -2.442 -0.511 0.499
H -3.380 2.007 2.481
N -2.320 0.699 1.280
H -1.499 -0.768 0.023
C -5.856 -0.739 0.216
N -4.771 0.067 0.082
C -4.661 1.261 0.893
H 5.656 3.114 -1.901
H -3.697 -1.244 -1.118
N 2.356 0.752 -0.916
H -2.733 -1.328 1.170
C 6.900 -1.765 -0.282
H -3.242 0.475 -1.254
H 5.645 -0.545 -1.491
C 7.886 -1.801 0.687
S 1.140 2.505 0.768
C -3.558 1.078 1.938
O -1.291 2.615 1.871
H -8.722 -2.997 -1.544
H 0.401 0.221 0.868
H -8.286 -1.310 -1.244
H -7.309 -2.755 0.503
C -6.867 -2.741 -0.498
H 6.494 -2.683 -0.675
C 8.410 -0.625 1.204
N 3.547 0.663 -1.538
C 4.240 1.701 -1.212
H 8.331 1.514 1.124
C 2.385 1.857 -0.226
*
```

The energy above the lowest of the compared OMol25 structures with the same formula, charge and spin comes out at 218.8 kJ/mol. The value obtained for the HOMO-LUMO gap is 9.2 eV. The calculation puts the electronic energy at -58562.515 eV. The calculation puts the LUMO energy at 0.58 eV. As for the SMILES: CCOC(=O)N1CCN(C(=O)CSc2nnc(COc3ccc(Cl)cc3)o2)CC1. For the HOMO energy, the calculation gives -8.59 eV.

No. 8
Molecular formula: C5H8O2
Method: DFT, ωB97M-V with the def2-TZVPD basis set

The geometry in ORCA input format:
```
! wB97M-V def2-TZVPD RIJCOSX def2/J DEFGRID3
* xyz 0 1
O -0.078 -1.211 -1.540
H 1.699 -1.319 0.233
C -0.277 -0.558 -0.317
O 1.560 1.462 -0.437
H -0.697 1.625 0.303
C 1.282 0.775 0.639
H -2.414 -0.917 -0.418
C -0.937 0.789 -0.358
H 1.572 1.288 1.556
C -1.679 -0.391 0.192
H 0.621 -0.978 1.610
H -1.899 -0.447 1.259
H -0.546 -0.677 -2.197
H 0.883 1.219 -1.131
C 0.909 -0.658 0.606
*
```

The energy above the lowest of the compared OMol25 structures with the same formula, charge and spin comes out at 531.4 kJ/mol. The value obtained for the HOMO-LUMO gap (alpha / beta) is 8.7 / 6.8 eV. The calculation puts the electronic energy at -9404.325 eV. The calculation puts the LUMO energy (alpha / beta) at 0.41 / -0.59 eV. For the HOMO energy (alpha / beta), the calculation gives -8.25 / -7.36 eV.

No. 9
Molecular formula: C15H21N5O2
Method: DFT, ωB97M-V with the def2-TZVPD basis set

The geometry in ORCA input format:
```
! wB97M-V def2-TZVPD RIJCOSX def2/J DEFGRID3
* xyz 0 1
N -3.844 0.143 0.280
H 7.172 -0.437 -0.446
H -6.112 0.492 1.603
N -4.564 1.938 -0.748
N -4.868 0.936 0.029
H -6.856 -0.333 -1.245
H 0.957 1.094 -0.254
H 0.219 -3.125 -0.193
H -0.990 0.934 -1.062
H 4.163 -1.646 -0.882
H -8.850 0.010 0.225
C 5.500 0.582 0.486
N -3.311 1.838 -1.037
H 7.430 1.288 -0.177
H -8.608 -1.699 -0.136
H 5.068 0.173 -1.613
C 2.646 -0.142 -0.589
C 0.414 -1.000 -0.230
C -1.044 -0.829 0.033
C -6.184 0.681 0.529
C 4.794 0.901 -0.840
C 0.904 -2.302 -0.315
O 3.389 0.988 -0.711
H 2.629 -3.519 -0.632
O -1.707 -1.638 0.634
H 5.669 1.444 2.461
H 7.499 0.163 1.180
C -6.797 -0.533 -0.173
C 6.993 0.385 0.244
N -1.568 0.331 -0.496
H 5.096 1.895 -1.184
H -6.774 1.581 0.346
H 5.707 2.627 1.150
H -8.137 -1.057 1.437
C 5.249 1.701 1.492
H 5.077 -0.345 0.889
C -8.185 -0.837 0.373
C 3.120 -1.446 -0.696
C 1.285 0.071 -0.359
C -2.871 0.729 -0.403
H 4.181 1.868 1.610
C 2.246 -2.512 -0.555
H -6.138 -1.389 -0.021
*
```

The energy above the lowest of the compared OMol25 structures with the same formula, charge and spin comes out at 175.6 kJ/mol. The value obtained for the HOMO-LUMO gap is 9.4 eV. The calculation puts the electronic energy at -27440.910 eV. The calculation puts the LUMO energy at 0.65 eV. As for the SMILES: CCCn1nnc(NC(=O)c2cccc(OCC(C)C)c2)n1. For the HOMO energy, the calculation gives -8.78 eV.